Version a
11
Properties=species:S:1:pos:R:3 method="wB97M-V/def2-TZVPD" gap_ev=9.03
N 1.235 -0.586 -0.578
C 0.544 -0.116 0.643
H -2.142 1.350 -0.242
N -1.442 -0.828 0.385
N 1.232 0.714 1.406
H 0.927 0.373 2.369
H -0.613 2.037 -1.596
N -0.375 -1.061 0.985
C -1.403 0.413 -0.282
N 0.709 0.137 -1.539
C -0.423 0.972 -1.220

Version b
11
Properties=species:S:1:pos:R:3 method="wB97M-V/def2-TZVPD" gap_ev=8.40
H -2.107 0.488 1.081
N 1.547 -0.182 0.630
H -0.117 -2.138 -1.304
N -1.739 -0.441 0.923
C -0.937 -0.357 -0.089
N 0.129 1.426 -0.533
C 1.070 1.037 0.344
C 0.043 -1.335 -0.581
N -0.901 0.783 -0.872
H 1.751 1.930 0.664
N 1.262 -1.211 -0.261

Version c
11
Properties=species:S:1:pos:R:3 method="wB97M-V/def2-TZVPD" gap_ev=8.44
H 2.014 -1.434 1.243
N -0.494 -1.317 -0.791
N -1.976 -0.264 0.641
C -0.281 1.103 -0.660
N 0.730 -1.478 -0.675
N 1.505 0.400 0.511
N 1.020 1.259 -0.436
C -1.015 -0.072 -0.138
C 1.469 -0.846 0.417
H -2.266 0.620 0.991
H -0.707 2.031 -1.102

Version d
11
Properties=species:S:1:pos:R:3 method="wB97M-V/def2-TZVPD" gap_ev=8.43
N 2.084 0.031 0.573
C -1.515 -0.585 0.392
H 0.863 2.125 -1.033
C 1.034 -0.048 -0.072
C 0.334 1.187 -0.548
H 2.198 -1.059 0.835
N -0.881 1.344 -0.478
N -0.834 -1.439 -0.613
N -1.452 0.632 0.616
N 0.443 -1.112 -0.625
H -2.274 -1.075 0.952

Q: What are the energies relative to the best structure? A: version a 1.975; version b 0.106; version c 0.000; version d 0.947, in eV.

Version a
12
Properties=species:S:1:pos:R:3 method="wB97M-V/def2-TZVPD" gap_ev=8.99 total_charge=+1
H 0.527 0.796 -3.042
H 0.619 1.600 0.095
H 0.350 -1.420 -0.370
H -0.891 0.453 1.630
S 1.414 0.487 -2.052
N -0.868 -0.498 1.245
C 0.343 -0.496 0.257
C 0.274 0.718 -0.601
H -0.594 -1.290 2.022
H -1.756 -0.594 0.813
H 1.187 -0.770 1.050
H -0.606 1.014 -1.046

Version b
12
Properties=species:S:1:pos:R:3 method="wB97M-V/def2-TZVPD" gap_ev=8.31 total_charge=+1
H -0.755 -1.472 0.927
H 1.077 0.346 -0.343
H 1.611 1.328 0.864
H 2.690 0.793 -0.321
C -1.710 0.209 -0.181
H -1.702 0.386 -1.298
N 1.902 0.526 0.315
H 1.922 -0.458 0.793
C -0.792 -0.987 0.027
H -2.830 -0.074 -0.009
H -1.545 1.043 0.429
S 0.131 -1.640 -1.204

Version c
12
Properties=species:S:1:pos:R:3 method="wB97M-V/def2-TZVPD" gap_ev=12.28 total_charge=+1
H -0.912 -1.025 1.312
N -2.346 -0.075 -0.168
H 2.397 0.120 -0.858
H -2.401 0.881 0.174
H -2.693 -0.154 -1.119
H 0.270 1.112 0.824
H 1.745 -1.309 -0.080
H 0.225 1.002 -0.942
S -0.873 -0.799 -0.012
C 0.431 0.450 -0.024
H 2.346 0.019 0.904
C 1.811 -0.222 -0.010

Q: What are the energies relative to the best structure? A: version a 0.297; version b 0.504; version c 0.000, in eV.

Version a
22
Properties=species:S:1:pos:R:3 method="wB97M-V/def2-TZVPD" gap_ev=8.43 total_charge=+1
H 2.405 -1.444 -1.138
N 1.267 -0.568 0.172
O 0.375 1.620 0.154
H 2.428 2.322 -1.203
H 3.326 -1.188 0.456
H 0.642 -0.679 1.012
H -1.611 1.603 1.940
H -2.224 -1.757 -0.921
H 2.008 -2.582 0.225
H -2.948 -0.672 0.411
C -1.778 1.688 0.903
H -1.864 2.811 0.888
N -0.859 1.036 0.063
H -0.385 -0.289 -1.276
C -2.459 -0.740 -0.581
H -3.066 -0.164 -1.347
C 2.513 1.330 -0.688
C 2.340 -1.505 -0.061
H 3.454 0.976 -0.989
C -1.174 0.010 -0.643
C 1.489 0.748 -0.089
H -2.884 1.415 0.752

Version b
22
Properties=species:S:1:pos:R:3 method="wB97M-V/def2-TZVPD" gap_ev=10.94 total_charge=+1
H -1.071 2.787 0.108
C 0.576 0.795 0.014
C -1.007 2.336 1.102
H 0.005 -0.586 2.039
H 1.401 -3.202 -1.924
N -0.415 1.037 0.849
C 0.171 -1.331 -1.221
H -1.131 0.617 2.684
H -0.352 2.712 1.816
H -2.029 2.287 1.572
H 0.766 2.769 -0.709
H -0.326 -2.998 -2.206
O 2.088 -1.004 0.264
H -0.778 -1.253 -0.742
N 1.050 1.744 -0.753
C 0.447 -2.800 -1.503
H 0.287 -3.562 -0.766
C -0.930 0.024 1.800
C 1.077 -0.632 -0.190
H 0.217 -0.683 -2.077
H -1.740 -0.658 1.353
H 1.693 1.601 -1.509

Q: What are the energies relative to the best structure? A: version a 2.927; version b 0.000, in eV.

Version a
19
Properties=species:S:1:pos:R:3 method="wB97M-V/def2-TZVPD" gap_ev="6.54 / 7.06"
C -0.306 -0.667 0.025
H -3.880 0.791 0.080
H 2.522 0.692 -0.046
N 0.979 -0.980 -0.123
C -2.785 0.454 0.006
C 1.172 2.889 -0.065
N -2.726 -0.897 0.053
C -1.537 -1.413 0.092
N 0.504 1.589 0.113
C -0.599 0.828 0.061
H 2.589 -2.443 -0.147
C 1.399 -2.382 -0.187
C 1.836 1.500 0.083
H -1.539 -2.486 0.425
H 1.057 -2.916 0.645
H 1.132 3.646 0.757
H 1.050 -2.888 -0.997
H 0.974 3.328 -0.982
N -1.843 1.354 0.208

Version b
19
Properties=species:S:1:pos:R:3 method="wB97M-V/def2-TZVPD" gap_ev=9.55
C -2.343 -0.843 -0.321
H 4.012 0.652 1.207
H -2.889 -1.003 -1.380
H 0.044 1.921 -1.201
H -1.712 1.341 -1.162
C -0.185 -0.053 -0.397
N 1.154 -0.149 -0.061
H 1.749 -2.051 -0.822
N -0.930 -0.993 -0.363
C 1.884 0.848 0.515
C 3.172 0.262 0.664
N -2.922 0.171 0.582
C 2.044 -1.198 -0.391
C -3.067 -1.044 0.922
H 1.643 1.830 0.808
N 3.235 -0.887 -0.053
H -0.859 1.743 0.379
H -3.341 -1.891 1.676
C -0.688 1.344 -0.605

Q: What are the energies relative to the best structure? A: version a 1.468; version b 0.000, in eV.

Version a
17
Properties=species:S:1:pos:R:3 method="wB97M-V/def2-TZVPD" gap_ev=10.02
C 2.888 0.391 -0.164
H -2.614 0.797 1.055
H -1.610 1.635 -0.191
C 1.637 -0.434 -0.188
H 2.663 1.425 0.185
C -0.782 -0.977 0.291
H -3.232 1.130 -0.616
H 0.315 0.920 0.753
H 3.669 -0.010 0.503
C 0.439 -0.094 0.313
H -2.544 -1.117 -0.685
C -2.362 0.830 -0.049
H 3.299 0.454 -1.200
H 1.741 -1.414 -0.649
H -1.182 -1.153 1.310
H -0.501 -1.982 -0.091
N -1.826 -0.402 -0.576

Version b
17
Properties=species:S:1:pos:R:3 method="wB97M-V/def2-TZVPD" gap_ev=7.69
N -1.380 0.015 -0.158
H -0.050 1.409 0.648
H 0.128 1.121 -1.089
H 3.191 -0.548 0.465
H 2.714 0.692 -0.704
C 1.044 -0.404 0.172
C -2.007 -0.100 1.015
H 1.017 -1.173 -0.608
C -1.804 -0.434 -1.338
H 2.497 0.978 1.031
C -0.036 0.633 -0.124
H 0.793 -0.898 1.117
H -2.902 -0.708 1.053
H -2.810 -0.824 -1.399
H -1.743 0.578 1.815
H -1.092 -0.554 -2.143
C 2.438 0.216 0.245

Q: What are the energies relative to the best structure? A: version a 0.000; version b 1.300, in eV.

Version a
116
Properties=species:S:1:pos:R:3 method="wB97M-V/def2-TZVPD" gap_ev=5.79
C 0.744 -2.321 -5.155
C 1.236 -3.468 -0.274
S 3.044 0.111 2.009
C -1.144 -4.454 4.842
C 3.898 0.859 -3.675
C -2.474 2.227 0.431
C 0.746 -2.303 -3.659
H -3.095 3.110 0.541
H -1.916 -3.718 4.615
C -0.541 -0.147 -3.308
H -4.543 0.106 5.062
H -5.609 4.223 -1.965
C -2.550 2.605 -2.091
H -0.574 -2.797 -6.824
C -3.261 1.290 -5.231
C -1.428 0.006 2.982
C -0.051 -2.087 2.720
H -3.789 -0.333 6.601
H 1.357 -5.914 1.310
H 1.758 1.395 3.504
H 1.336 3.675 -2.454
H 2.759 4.936 1.571
H 1.743 -4.419 -0.399
C 3.944 -0.268 -2.872
H 3.539 -4.775 3.140
C 0.932 -2.782 -1.458
N 0.265 -1.988 1.408
H -1.582 0.475 5.774
C 0.250 -3.853 4.642
H 4.358 -1.803 1.591
C -0.585 -2.815 -5.733
H 2.346 -4.480 -4.141
H -3.366 1.479 -6.301
H -1.284 -4.796 5.868
H 1.555 -2.958 -5.515
H 1.009 -4.603 4.878
H 4.554 -1.124 -3.127
C 1.672 -5.357 2.197
C 2.343 1.811 -2.128
C 0.884 -3.136 1.036
H 4.503 -1.306 3.298
C 2.371 0.503 3.627
H 1.746 -0.318 3.972
H -2.122 4.544 2.432
O 1.026 2.222 1.015
H 3.653 -6.267 2.200
C 0.930 -5.726 -3.093
H 0.123 -5.591 -3.815
H -1.917 4.275 4.159
C -2.675 1.892 2.942
H -3.281 5.238 3.576
C -3.505 3.093 3.268
C 3.087 1.917 -3.295
N 1.979 3.613 -0.484
H -1.294 -5.303 4.173
C -2.493 0.788 5.254
C -0.789 -1.146 3.447
H 1.437 -6.666 -3.319
H -5.249 2.690 -2.768
C 0.453 -3.352 3.246
C -4.947 3.356 -1.959
H -2.761 1.759 5.678
C -2.123 1.901 -0.887
H -2.465 3.241 -4.765
C 1.240 -3.245 -2.806
C 1.026 -4.007 2.198
C -3.483 3.774 -2.122
N 2.384 0.721 -1.359
H -1.412 -2.192 -5.388
H 0.459 2.556 -1.420
H -0.551 -0.030 -4.386
C 1.452 2.938 -1.660
H 0.401 -3.038 5.355
H 0.956 -1.317 -5.534
H 3.576 -4.704 1.379
H 0.474 -5.810 -2.106
H 1.319 -5.934 3.055
H 4.481 0.914 -4.585
H -0.915 -1.362 4.503
O 4.125 1.099 1.746
H 3.315 3.350 2.164
H 1.767 4.009 2.723
H -3.364 -1.197 5.117
N -1.346 0.852 -1.238
C -2.214 0.935 3.791
C 0.127 -1.276 -2.828
C -2.660 4.366 3.365
H 3.019 2.813 -3.899
C 3.814 -1.447 2.466
H 2.731 -4.727 -2.454
C -2.193 2.194 -4.609
C -2.006 1.934 -3.148
H -3.005 0.239 -5.091
H -0.790 -3.836 -5.409
H -4.035 2.932 4.210
H 3.203 0.693 4.305
C -1.248 0.823 -2.587
H 3.147 -1.166 -1.088
C -3.613 -0.218 5.530
H -3.364 4.315 -3.065
H -5.094 2.818 -1.022
C -2.181 1.542 1.613
H 2.653 4.347 -0.613
N 0.282 -1.600 -1.521
C 1.902 -4.544 -3.144
C 1.752 3.181 0.773
H -4.278 3.224 2.506
Ca 0.279 0.022 0.179
H -1.245 2.045 -5.133
H -3.217 4.481 -1.331
H 3.020 -2.155 2.714
C 3.166 -0.288 -1.725
C 2.442 3.939 1.873
C 3.200 -5.275 2.230
N -1.436 0.415 1.695
H -4.229 1.456 -4.757

Version b
116
Properties=species:S:1:pos:R:3 method="wB97M-V/def2-TZVPD" gap_ev="5.78 / 5.78"
H 6.136 -1.147 1.557
H 1.144 -3.293 -5.777
C 1.444 1.887 -4.413
C -3.832 -0.966 -2.283
H 4.631 -4.421 -4.129
H -0.072 -1.733 -7.313
H 4.638 2.482 1.348
H 4.167 -1.990 -3.824
H 0.212 1.230 5.524
H 0.767 4.263 -1.704
C 1.948 -1.690 -2.083
H 3.793 -4.166 -2.592
H -1.328 5.172 1.242
C -1.109 0.480 4.031
C -4.404 -0.461 4.523
C 0.248 -1.409 -6.321
H -2.721 4.139 -1.880
C -2.356 0.554 3.473
H 3.972 -1.824 -1.524
H -3.485 1.415 5.061
H -7.279 -1.348 0.495
H -5.361 -0.244 4.999
H 3.885 0.301 4.161
C 5.446 -1.575 0.826
H -1.016 2.391 1.993
H 4.557 -1.680 5.503
C 3.598 2.709 1.535
C 2.988 -1.545 -1.161
C 2.616 2.225 0.679
H -4.018 -0.933 -4.390
H 4.460 -2.711 4.071
C 1.105 3.974 -2.697
O 1.167 1.517 -1.864
H -0.494 -0.704 -5.940
C -0.724 0.664 5.465
C 5.586 -3.097 0.821
H 3.256 -2.605 -5.179
C 1.849 3.692 2.827
C 4.246 -0.593 3.642
C -3.228 0.146 1.105
C 1.189 -0.081 3.081
H -5.773 0.571 0.029
C -2.329 4.680 -1.024
H -3.147 5.155 -0.483
C 3.345 -2.661 -4.091
C -4.489 -1.448 -3.545
H 1.142 2.527 -5.242
H -4.294 1.438 3.514
H -1.657 5.468 -1.371
C -3.658 0.823 4.159
H 2.997 -1.995 4.731
C 4.050 -1.131 1.132
H -1.494 -1.224 6.206
H -6.300 -0.248 -3.648
H -1.476 1.274 5.974
N 0.648 -1.416 -1.841
H -0.531 -3.148 -5.314
C -0.073 -1.678 -2.948
C 4.056 -1.814 4.543
H 0.195 -1.286 5.724
C -2.196 0.238 2.060
C -5.739 -0.299 -0.631
H -4.229 -2.503 -3.681
H 6.605 -3.403 0.576
Ca 0.048 0.196 -0.297
H -5.626 -1.765 0.967
N -2.043 -0.549 -0.906
H 5.314 -0.428 3.470
H -0.258 -0.503 7.244
H -6.334 -1.712 -4.622
H -6.293 -2.398 -0.529
H 0.680 4.634 -3.453
H 2.905 -4.781 -3.978
H 1.593 0.076 4.078
C -1.456 -1.489 -3.074
C 2.077 -2.181 -3.457
H 2.876 1.609 -0.177
H 2.508 1.988 -4.199
C -0.542 3.368 2.058
C 3.202 3.451 2.634
N 1.827 -0.726 0.819
C 3.695 -4.091 -3.676
H -1.880 -1.793 -4.025
C -5.998 -1.295 -3.672
C -6.269 -1.521 0.121
O -1.349 2.562 -0.510
N -1.129 4.210 1.029
C -2.374 -1.010 -2.124
H -4.592 -1.063 3.633
C -4.330 -0.488 -1.107
H -6.404 -0.062 -1.459
H -4.222 0.349 1.490
S 0.508 2.306 -2.949
H 5.754 -1.179 -0.147
C -0.195 0.121 2.961
C -0.558 -0.663 6.207
H 1.498 4.264 3.677
C 0.411 -2.594 -5.368
C 2.939 -1.137 0.186
N -0.895 0.007 1.807
H -3.813 -1.071 5.208
C 0.825 -2.179 -3.991
H 1.192 -0.871 -6.432
H 3.934 3.837 3.333
H -6.529 -1.819 -2.877
C 2.119 -0.484 2.119
H 1.207 0.847 -4.635
H 4.910 -3.546 0.092
H -0.790 3.795 3.030
C -3.174 -0.244 -0.234
C -1.575 3.707 -0.150
H 2.194 3.988 -2.730
H 5.332 -3.511 1.798
N 1.321 2.446 0.861
C 3.540 -0.725 2.331
C 0.943 3.172 1.915

Q: What are the energies relative to the best structure? A: version a 0.000; version b 0.520, in eV.

Version a
12
Properties=species:S:1:pos:R:3 method="wB97M-V/def2-TZVPD" gap_ev=10.08
C -0.631 0.930 -0.054
H 0.244 -2.170 -0.951
H -1.452 1.170 -0.804
N 0.456 0.706 1.878
H -0.931 -0.930 -1.828
H -0.905 2.291 1.613
C 0.763 -0.265 1.097
N -0.494 1.421 1.209
H 1.078 -0.993 -2.125
C 0.203 -1.083 -1.298
C 0.150 -0.151 -0.169
H 1.521 -0.926 1.431

Version b
12
Properties=species:S:1:pos:R:3 method="wB97M-V/def2-TZVPD" gap_ev=10.23
C 0.743 -1.037 -0.069
C -1.384 -0.795 0.102
H -0.012 0.285 -1.210
N -0.358 -1.429 -0.644
H 0.702 2.118 0.132
C 0.775 1.098 -0.346
H -2.423 -1.039 -0.078
H 1.745 -1.221 -0.451
N 0.558 0.084 0.734
C -0.845 0.092 0.956
H 1.785 1.043 -0.771
H -1.286 0.801 1.646

Version c
12
Properties=species:S:1:pos:R:3 method="wB97M-V/def2-TZVPD" gap_ev=8.93
H 0.895 -2.003 0.370
H 1.009 -0.081 -1.822
C -0.350 -1.178 -0.585
H 1.210 0.509 0.721
H -1.813 0.078 0.416
H -0.728 -0.722 1.609
N -0.231 3.239 -0.023
C 0.290 0.671 0.136
C -0.812 -0.319 0.601
C -0.007 2.106 0.038
N 0.299 -0.088 -1.102
H 0.239 -2.214 -0.359

Q: What are the energies relative to the best structure? A: version a 0.000; version b 2.283; version c 3.792, in eV.